{
  "formula": "C27H16BrF3N4O6W",
  "method": "wB97M-V/def2-TZVPD",
  "energy_ha": -4649.29304,
  "total_charge": 2,
  "species": ["W", "O", "C", "N", "C", "C", "C", "C", "C", "C", "N", "C", "O", "C", "C", "C", "C", "C", "N", "C", "C", "C", "C", "C", "N", "H", "H", "H", "H", "H", "H", "H", "H", "H", "H", "H", "H", "Br", "C", "C", "C", "C", "C", "C", "C", "O", "O", "H", "H", "H", "H", "F", "C", "F", "F", "C", "O", "O"],
  "coordinates": [[-0.548, -0.195, 0.263], [0.758, -1.630, 3.910], [0.454, -1.559, 2.766], [0.258, -0.317, 2.044], [0.544, 0.871, 2.775], [1.415, 1.031, 3.845], [1.507, 2.290, 4.415], [0.748, 3.348, 3.937], [-0.106, 3.197, 2.853], [-0.185, 1.942, 2.272], [-0.912, 1.547, 1.104], [-1.672, 2.554, 0.438], [-2.151, 3.506, 0.970], [-1.822, 2.264, -1.009], [-2.465, 3.127, -1.867], [-2.580, 2.754, -3.198], [-2.062, 1.530, -3.598], [-1.437, 0.717, -2.672], [-1.300, 1.093, -1.390], [0.153, -2.728, 1.912], [0.302, -4.031, 2.324], [-0.055, -5.032, 1.429], [-0.554, -4.675, 0.184], [-0.677, -3.339, -0.146], [-0.313, -2.378, 0.715], [2.015, 0.221, 4.220], [2.180, 2.444, 5.247], [0.821, 4.316, 4.414], [-0.684, 4.032, 2.500], [-2.863, 4.054, -1.480], [-3.072, 3.401, -3.911], [-2.144, 1.195, -4.622], [-1.040, -0.247, -2.952], [0.678, -4.236, 3.317], [0.045, -6.074, 1.702], [-0.857, -5.425, -0.533], [-1.076, -3.029, -1.101], [5.862, 2.157, -2.809], [4.524, 0.851, -2.982], [4.604, -0.096, -4.002], [3.623, -1.070, -4.148], [2.554, -1.111, -3.277], [2.478, -0.155, -2.254], [3.463, 0.830, -2.100], [1.383, -0.176, -1.339], [0.409, -1.039, -1.378], [1.226, 0.659, -0.370], [5.443, -0.068, -4.685], [3.705, -1.794, -4.946], [1.787, -1.867, -3.374], [3.392, 1.561, -1.307], [-3.972, 0.860, 1.250], [-3.910, -0.422, 1.631], [-2.950, -0.519, 2.567], [-5.050, -0.802, 2.134], [-3.489, -1.287, 0.417], [-4.104, -2.178, -0.043], [-2.277, -0.875, -0.059]],
  "mulliken_charge": [1.606, -0.503, 0.205, 0.730, 0.371, -1.065, -0.794, -0.710, -1.212, 1.479, 0.993, -0.176, -0.537, 0.915, -0.772, -0.412, -0.852, -0.361, 0.096, 0.478, -0.827, -0.393, -0.812, -0.184, 0.014, 0.524, 0.456, 0.451, 0.583, 0.599, 0.488, 0.464, 0.576, 0.590, 0.481, 0.464, 0.570, -0.105, -0.312, -0.269, -0.891, -0.421, 0.177, -0.316, 0.873, -0.802, -0.629, 0.449, 0.443, 0.500, 0.601, -0.235, 0.876, -0.249, -0.221, 0.077, -0.427, -0.641]
}